No. 1
This record from the OMol25 dataset describes one molecule with the formula C7H14 at a distorted geometry. The level of theory is wB97M-V/def2-TZVPD.

Properties
highest occupied orbital energy (alpha / beta) = -7.5 / -7.5 eV
net charge = 0
lowest unoccupied orbital energy (alpha / beta) = 0.18 / 0.37 eV
calculated total energy = -7481.6417 eV
maximum force = 1.13 eV/A

Last column: Mulliken charge in e.
Element x y z (Å)
C 1.802 -0.287 -0.801  -1.705
C 0.561 0.397 -0.235  1.830
C -0.274 1.037 -1.337  -1.848
C 0.772 1.250 0.911  -1.349
C -0.386 -0.923 0.430  0.065
C -1.407 -1.557 -0.287  -0.906
C -1.136 -0.292 1.571  -0.906
H 2.434 -0.696 -0.003  0.425
H 1.510 -1.116 -1.462  0.349
H 2.410 0.413 -1.386  0.410
H 0.296 1.819 -1.853  0.451
H -0.578 0.284 -2.076  0.385
H -1.185 1.500 -0.936  0.384
H -0.239 0.614 1.783  0.130
H 1.692 1.139 1.487  0.349
H 0.359 2.258 0.913  0.358
H 0.377 -1.621 0.789  0.299
H -2.271 -0.986 -0.620  0.298
H -1.370 -2.601 -0.592  0.276
H -1.358 -0.932 2.427  0.355
H -2.008 0.300 1.278  0.349

=====

No. 2
This record from the OMol25 dataset describes one molecule with the formula C7H14. The level of theory is wB97M-V/def2-TZVPD.

Properties
highest occupied orbital energy = -10.0 eV
net charge = 0
lowest unoccupied orbital energy = 1.19 eV
SMILES = CC(C)CC1CC1
calculated total energy = -7484.8636 eV
maximum force = 0.26 eV/A

Last column: Mulliken charge in e.
Element x y z (Å)
C -0.271 -1.854 0.643  -1.206
C 0.600 -0.656 1.089  0.759
C 2.088 -1.035 1.048  -1.716
C 0.392 0.699 0.305  -0.961
C -0.888 0.784 -0.523  0.275
C -1.657 1.993 -0.977  -0.683
C -0.960 1.122 -1.987  -0.815
H -1.102 -1.556 0.006  0.344
H 0.299 -2.592 0.070  0.318
H -0.723 -2.366 1.499  0.274
H 0.347 -0.455 2.139  0.272
H 2.342 -1.842 1.747  0.398
H 2.359 -1.377 0.040  0.416
H 2.722 -0.174 1.289  0.387
H 0.422 1.510 1.047  0.259
H 1.265 0.858 -0.343  0.453
H -1.590 0.005 -0.267  0.241
H -2.738 1.907 -0.897  0.246
H -1.282 3.001 -0.823  0.266
H -0.085 1.554 -2.469  0.249
H -1.543 0.474 -2.636  0.223

=====

No. 3
This record from the OMol25 dataset describes a 2-piece molecular cluster, C7H14 overall at a distorted geometry. The level of theory is wB97M-V/def2-TZVPD.

Properties
<S²> = 0.79
highest occupied orbital energy (alpha / beta) = -14.4 / -15.4 eV
net charge = +1
lowest unoccupied orbital energy (alpha / beta) = -6.03 / -7.45 eV
calculated total energy = -7474.2853 eV
multiplicity = 2
maximum force = 2.92 eV/A

Last column: Mulliken spin population.
Element x y z (Å)
C -1.495 -1.646 0.406  -0.010
C -1.309 -0.229 0.937  0.056
C -1.579 0.858 -0.115  0.028
C -0.279 1.476 -0.771  0.061
C 0.806 0.516 -1.036  0.236
C 1.818 0.334 -0.094  0.237
C 2.396 -0.832 0.409  -0.051
H -1.462 -2.387 1.207  0.007
H -0.769 -1.914 -0.370  0.000
H -2.482 -1.776 -0.044  0.001
H -1.891 -0.085 1.843  -0.002
H -0.249 -0.143 1.167  -0.034
H -2.160 0.461 -0.947  -0.004
H -2.163 1.658 0.332  -0.001
H 0.078 2.274 -0.114  -0.007
H -0.646 1.985 -1.664  0.031
H 0.771 0.006 -1.997  0.019
H 1.145 -1.638 1.260  0.399
H 2.133 1.237 0.430  0.013
H 2.367 -1.767 -0.146  0.017
H 3.149 -0.722 1.175  0.001

=====

No. 4
This record from the OMol25 dataset describes C7H14Br12NO5PS2Si2 as an isolated structure at a distorted geometry. The level of theory is wB97M-V/def2-TZVPD.

Properties
highest occupied orbital energy = -8.3 eV
net charge = 0
lowest unoccupied orbital energy = -0.56 eV
calculated total energy = -906436.8390 eV
maximum force = 3.77 eV/A

Last column: Mulliken charge in e.
Element x y z (Å)
O -0.668 -2.956 3.362  -0.340
N 0.027 -2.201 2.800  0.173
O -0.073 -2.378 1.414  -0.151
C 0.627 -1.343 0.720  -0.434
Si -0.152 0.387 0.804  0.619
S -0.902 0.842 -1.148  -0.252
O -1.208 0.648 2.045  -0.051
Si -2.748 -0.038 1.982  0.222
C -3.900 0.739 0.699  0.131
C -5.329 0.537 1.160  0.059
O -6.023 1.458 1.622  -0.533
O -5.844 -0.752 1.048  -0.462
P 1.578 1.794 1.196  0.154
S 1.630 2.292 3.101  -0.392
H 0.724 -1.619 -0.332  0.270
H 1.643 -1.282 1.124  0.406
H -1.500 2.040 -1.008  0.151
H -2.576 -1.488 1.783  -0.099
H -3.367 0.213 3.298  -0.149
H -3.799 0.158 -0.222  0.040
H -3.699 1.788 0.503  0.372
H -5.429 -1.323 1.706  0.339
H 1.548 2.900 0.320  0.043
H 2.752 1.055 0.921  -0.118
C 1.693 1.683 -4.425  -0.099
Br -0.046 0.905 -4.710  -0.038
Br 1.958 3.249 -5.512  -0.024
Br 2.033 2.056 -2.561  0.059
H 2.422 0.951 -4.737  0.089
C 4.870 -1.203 -3.043  -0.323
Br 3.080 -1.901 -3.218  -0.020
Br 5.204 0.231 -4.284  -0.018
Br 5.248 -0.676 -1.232  0.023
H 5.550 -2.005 -3.291  0.346
C -4.651 -2.218 -2.195  -0.321
Br -3.166 -2.496 -1.000  0.051
Br -4.128 -1.192 -3.741  -0.002
Br -5.489 -3.877 -2.685  -0.035
H -5.385 -1.634 -1.655  0.327
C 5.441 1.301 3.865  -0.319
Br 4.998 3.171 3.878  0.000
Br 5.138 0.471 2.153  0.033
Br 7.237 0.988 4.486  -0.052
H 4.769 0.817 4.558  0.327

=====

No. 5
This record from the OMol25 dataset describes one molecule with the formula C7H14BrNO2 at a distorted geometry. The level of theory is wB97M-V/def2-TZVPD.

Properties
highest occupied orbital energy = -9.9 eV
net charge = 0
lowest unoccupied orbital energy = -0.65 eV
SMILES = CC[C@](Br)([N+](=O)[O-])C(C)(C)C
calculated total energy = -83110.6923 eV
maximum force = 2.78 eV/A

Last column: Mulliken charge in e.
Element x y z (Å)
C 0.650 -2.896 0.792  -1.338
C 0.735 -1.389 0.572  -0.291
C -0.537 -0.773 0.056  -0.483
Br -2.146 -1.254 1.690  -0.129
N -1.044 -1.504 -1.111  1.198
O -0.237 -1.602 -2.011  -0.587
O -2.168 -1.918 -1.141  -0.571
C -0.589 0.740 -0.180  2.118
C 0.592 1.143 -1.081  -1.829
C -1.903 1.115 -0.874  -1.834
C -0.475 1.518 1.133  -1.762
H -0.106 -3.134 1.537  0.303
H 1.609 -3.268 1.144  0.436
H 0.406 -3.418 -0.131  0.349
H 1.518 -1.188 -0.165  0.379
H 1.011 -0.898 1.507  0.260
H 1.532 1.086 -0.537  0.405
H 0.654 0.516 -1.967  0.380
H 0.448 2.171 -1.402  0.482
H -2.755 0.705 -0.337  0.361
H -1.932 0.752 -1.899  0.414
H -2.006 2.197 -0.900  0.494
H -1.351 1.358 1.752  0.418
H 0.408 1.228 1.695  0.353
H -0.403 2.579 0.911  0.475

=====

No. 6
This record from the OMol25 dataset describes C7H14BrO5Pd as an isolated structure at a distorted geometry. The level of theory is wB97M-V/def2-TZVPD.

Properties
<S²> = 2.01
highest occupied orbital energy (alpha / beta) = -4.5 / -4.1 eV
net charge = -1
lowest unoccupied orbital energy (alpha / beta) = 2.48 / 2.48 eV
calculated total energy = -91243.7133 eV
multiplicity = 3
maximum force = 5.49 eV/A

Last column: Mulliken spin population.
Element x y z (Å)
Pd 1.150 0.062 -0.359  1.435
Br 2.573 -1.348 -2.119  0.064
C 0.832 3.019 2.495  -0.007
C 0.314 3.045 1.062  0.000
O 0.966 2.293 0.056  0.197
H 0.576 2.009 2.816  -0.001
H 0.339 3.804 3.068  0.000
H 1.891 3.276 2.502  0.000
H 0.088 4.062 0.739  0.012
H -0.708 2.666 1.026  0.001
C 2.470 -0.557 2.321  0.032
C 1.057 -1.135 2.422  -0.015
O 0.277 -1.231 1.288  0.251
H 2.894 -0.121 3.225  0.004
H 2.616 0.364 1.758  -0.009
H 3.270 -1.271 2.122  -0.004
H 0.622 -0.300 2.972  0.003
H 0.984 -2.056 3.000  0.013
C -2.733 -1.599 -3.871  0.001
C -2.484 -2.534 -2.741  0.000
O -1.658 -1.804 -1.812  -0.002
C -1.330 -0.674 -2.382  -0.005
O -0.393 0.125 -2.070  0.030
O -2.259 -0.359 -3.369  0.000
H -3.793 -1.580 -4.124  0.000
H -2.231 -1.871 -4.799  0.000
H -1.941 -3.441 -3.004  0.000
H -3.390 -2.845 -2.221  0.000